(1)
{
  "formula": "CCeNO5S2",
  "method": "ωB97M-V/def2-TZVPD",
  "species": ["Ce", "N", "S", "O", "S", "O", "O", "C", "O", "O"],
  "positions_angstrom": [[-0.700, 1.723, -0.601], [-0.932, -0.560, 0.446], [0.766, -0.570, 0.763], [1.066, 0.923, 0.397], [-1.912, 0.160, 1.519], [-2.035, 1.621, 0.964], [1.268, -1.412, -0.421], [1.115, -0.690, -2.644], [1.139, 0.502, -2.659], [0.591, -1.603, -3.158]],
  "mulliken_charge": [1.666, -0.357, 0.687, -0.507, 0.500, -0.462, -0.548, 0.824, -0.518, -0.286],
  "total_charge": 1,
  "multiplicity": 3,
  "gap_ev": [8.413, 7.284]
}

(2)
{
  "formula": "C40H66BKN2O8RbS2",
  "method": "ωB97M-V/def2-TZVPD",
  "species": ["Rb", "K", "C", "C", "C", "C", "C", "C", "N", "O", "C", "C", "C", "H", "H", "H", "H", "H", "H", "H", "H", "H", "H", "H", "H", "H", "H", "H", "H", "H", "H", "C", "C", "C", "C", "C", "C", "N", "O", "C", "C", "C", "H", "H", "H", "H", "H", "H", "H", "H", "H", "H", "H", "H", "H", "H", "H", "H", "H", "H", "B", "H", "H", "H", "H", "C", "C", "C", "O", "C", "C", "C", "O", "O", "O", "H", "H", "C", "S", "O", "C", "H", "H", "H", "H", "H", "H", "C", "S", "O", "C", "H", "H", "H", "H", "H", "H", "C", "C", "C", "C", "C", "C", "H", "H", "H", "H", "H", "H", "C", "C", "C", "C", "C", "C", "H", "H", "H", "H", "H", "H"],
  "positions_angstrom": [[4.289, 1.207, 18.110], [6.722, 7.671, 24.237], [9.846, 12.416, 23.297], [11.342, 11.949, 23.020], [12.031, 12.337, 24.280], [13.467, 11.690, 24.412], [13.405, 10.149, 24.121], [12.648, 9.615, 22.871], [11.440, 10.472, 22.739], [10.506, 9.940, 21.701], [12.341, 8.128, 23.112], [13.537, 9.695, 21.554], [11.909, 12.815, 21.851], [9.808, 13.333, 23.884], [9.290, 11.717, 23.922], [9.331, 12.482, 22.338], [11.473, 12.208, 25.208], [12.039, 13.426, 24.318], [13.803, 11.901, 25.428], [14.111, 12.137, 23.655], [13.097, 9.701, 25.066], [14.429, 9.780, 24.075], [11.655, 7.592, 22.458], [11.861, 8.016, 24.084], [13.319, 7.663, 23.235], [13.276, 8.961, 20.791], [14.609, 9.661, 21.747], [13.471, 10.525, 20.851], [12.966, 12.589, 21.715], [11.975, 13.878, 22.084], [11.473, 12.617, 20.872], [5.036, 10.784, 11.946], [6.186, 10.448, 12.923], [6.924, 11.798, 13.268], [6.212, 12.792, 14.172], [5.819, 12.062, 15.445], [5.081, 10.660, 15.293], [5.807, 9.870, 14.263], [5.477, 8.421, 14.230], [3.587, 10.930, 14.943], [4.940, 9.966, 16.639], [7.294, 9.680, 12.125], [5.227, 11.394, 11.063], [4.248, 11.374, 12.416], [4.559, 9.858, 11.625], [6.892, 12.313, 12.308], [7.990, 11.860, 13.488], [5.360, 13.087, 13.559], [6.782, 13.674, 14.463], [5.033, 12.736, 15.784], [6.488, 12.084, 16.305], [3.454, 11.799, 14.299], [2.982, 10.932, 15.850], [3.171, 10.173, 14.278], [4.581, 10.656, 17.402], [5.891, 9.578, 17.004], [4.375, 9.033, 16.644], [8.227, 9.684, 12.687], [7.491, 10.090, 11.134], [6.982, 8.646, 11.977], [6.648, 3.979, 21.008], [6.908, 3.272, 20.235], [6.184, 4.899, 20.689], [5.966, 3.542, 21.721], [7.520, 4.111, 21.628], [6.998, -0.012, 12.709], [6.851, -0.119, 11.367], [7.721, 0.580, 10.326], [7.639, 0.383, 9.022], [8.672, 1.527, 10.620], [8.866, 1.913, 12.082], [7.922, 0.989, 13.142], [8.087, 1.215, 14.359], [9.647, 2.782, 12.432], [5.982, -0.957, 11.006], [6.483, -0.545, 13.495], [9.391, 1.930, 9.922], [15.430, 0.803, 17.946], [14.121, 1.423, 18.993], [13.763, 2.854, 18.545], [12.799, 0.337, 18.405], [15.723, -0.200, 18.254], [16.190, 1.584, 17.947], [15.082, 0.645, 16.926], [12.589, 0.136, 17.355], [11.795, 0.589, 18.750], [12.890, -0.658, 18.840], [0.303, 5.362, 23.231], [-0.189, 6.585, 24.613], [1.098, 7.464, 24.481], [-1.528, 7.576, 23.870], [-0.590, 4.766, 23.041], [1.211, 4.803, 23.460], [0.562, 5.882, 22.309], [-2.521, 7.127, 23.890], [-1.249, 7.777, 22.835], [-1.722, 8.526, 24.368], [10.707, -1.953, 23.315], [10.602, -0.693, 23.927], [11.655, -0.140, 24.640], [12.882, -0.857, 24.801], [13.022, -2.109, 24.214], [11.937, -2.680, 23.446], [9.959, -2.382, 22.665], [9.723, -0.065, 23.911], [11.626, 0.813, 25.146], [13.716, -0.306, 25.210], [14.000, -2.568, 24.222], [12.092, -3.598, 22.899], [5.565, 3.093, 28.108], [5.725, 1.899, 28.795], [5.298, 1.711, 30.081], [4.538, 2.657, 30.680], [4.222, 3.811, 30.017], [4.844, 4.130, 28.811], [5.878, 3.317, 27.099], [6.089, 0.989, 28.341], [5.597, 0.826, 30.625], [4.242, 2.588, 31.716], [3.624, 4.566, 30.506], [4.623, 5.071, 28.328]],
  "mulliken_charge": [0.840, 0.785, -1.710, 1.490, -1.406, -0.793, -1.334, 1.585, 0.323, -0.863, -1.741, -1.648, -1.734, 0.374, 0.374, 0.359, 0.429, 0.492, 0.380, 0.313, 0.360, 0.477, 0.364, 0.398, 0.353, 0.440, 0.313, 0.340, 0.370, 0.417, 0.348, -1.710, 1.501, -1.288, -0.866, -1.107, 1.793, 0.245, -0.800, -1.992, -2.023, -1.699, 0.402, 0.410, 0.340, 0.403, 0.410, 0.302, 0.390, 0.358, 0.431, 0.351, 0.471, 0.383, 0.461, 0.469, 0.343, 0.402, 0.354, 0.392, 0.067, -0.302, -0.233, -0.194, -0.270, -0.726, 0.381, 0.389, -0.822, -0.467, 0.391, 0.497, -0.777, -0.680, -0.792, 0.353, 0.360, -0.901, 0.474, -0.594, -1.015, 0.338, 0.309, 0.307, 0.376, 0.351, 0.352, -0.895, 0.444, -0.604, -0.866, 0.329, 0.332, 0.314, 0.345, 0.282, 0.323, -0.405, -0.375, -0.326, -0.370, -0.328, -0.332, 0.371, 0.378, 0.360, 0.338, 0.333, 0.360, -0.448, -0.306, -0.296, -0.241, -0.418, -0.381, 0.398, 0.328, 0.344, 0.321, 0.338, 0.360],
  "total_charge": -3,
  "gap_ev": 1.208
}

(3)
{
  "formula": "C5H12NO",
  "method": "ωB97M-V/def2-TZVPD",
  "species": ["C", "N", "C", "C", "C", "C", "O", "H", "H", "H", "H", "H", "H", "H", "H", "H", "H", "H", "H"],
  "positions_angstrom": [[2.400, -0.178, -0.421], [1.180, -0.234, -0.894], [0.161, -1.265, -0.517], [-0.525, -1.239, 0.854], [-0.712, 0.095, 1.397], [-1.458, 0.941, 0.301], [-0.658, 1.529, -0.797], [3.369, -0.417, -0.807], [2.418, 0.667, 0.286], [0.194, 0.467, -0.510], [0.577, -2.214, -0.577], [-0.561, -1.119, -1.253], [0.064, -1.806, 1.517], [-1.590, -1.418, 0.588], [-1.491, 0.001, 2.191], [0.206, 0.444, 1.816], [-2.082, 1.742, 0.647], [-2.359, 0.305, -0.252], [-0.929, 2.635, -0.702]],
  "mulliken_charge": [-0.104, -0.107, -1.001, -0.399, -0.586, -0.669, -0.603, 0.301, 0.262, 0.389, 0.500, 0.476, 0.371, 0.317, 0.299, 0.319, 0.561, 0.225, 0.447],
  "e_above_lowest_kcal_mol": 147.1,
  "total_charge": 1,
  "gap_ev": 8.792
}

(4)
{
  "formula": "ArH28O14",
  "method": "ωB97M-V/def2-TZVPD",
  "species": ["Ar", "O", "H", "H", "O", "H", "H", "O", "H", "H", "O", "H", "H", "O", "H", "H", "O", "H", "H", "O", "H", "H", "O", "H", "H", "O", "H", "H", "O", "H", "H", "O", "H", "H", "O", "H", "H", "O", "H", "H", "O", "H", "H"],
  "positions_angstrom": [[0.521, 0.298, -0.403], [2.806, 0.819, 2.074], [2.573, 1.595, 1.566], [2.118, 0.750, 2.736], [2.367, -1.773, 1.295], [2.330, -0.834, 1.473], [2.535, -2.173, 2.149], [-2.142, -0.038, -3.944], [-2.628, -0.768, -4.329], [-1.578, -0.446, -3.287], [0.325, -2.950, 0.179], [0.541, -3.859, 0.385], [1.065, -2.445, 0.516], [-1.110, -2.544, 2.642], [-0.585, -2.477, 1.844], [-1.174, -1.645, 2.963], [-1.588, -2.275, -2.036], [-0.966, -2.183, -1.314], [-1.604, -3.214, -2.221], [-1.057, 0.493, 3.175], [-1.520, 0.383, 4.005], [-1.747, 0.678, 2.538], [2.102, 3.363, 1.168], [2.572, 3.592, 0.366], [2.291, 4.081, 1.771], [-3.007, -0.171, -0.980], [-3.892, -0.130, -1.342], [-2.631, -0.967, -1.355], [-1.207, 2.819, -1.814], [-1.984, 2.857, -1.257], [-1.549, 2.649, -2.692], [-3.174, 1.007, 1.390], [-3.017, 0.519, 0.581], [-3.946, 0.592, 1.774], [2.659, -2.827, -2.048], [1.879, -2.855, -1.493], [2.476, -3.453, -2.749], [-0.673, 4.096, 1.166], [0.099, 3.729, 0.737], [-0.428, 4.999, 1.370], [4.188, 0.236, -1.867], [3.362, -0.213, -2.043], [4.398, 0.683, -2.688]],
  "mulliken_charge": [-0.033, -0.702, 0.341, 0.340, -0.605, 0.323, 0.315, -0.600, 0.296, 0.317, -0.721, 0.310, 0.388, -0.660, 0.357, 0.365, -0.681, 0.336, 0.256, -0.625, 0.269, 0.404, -0.728, 0.332, 0.294, -0.608, 0.276, 0.348, -0.582, 0.293, 0.274, -0.696, 0.418, 0.297, -0.596, 0.362, 0.287, -0.592, 0.376, 0.265, -0.612, 0.301, 0.300],
  "e_above_lowest_kcal_mol": 18.2,
  "gap_ev": 10.722
}

(5)
{
  "formula": "C4H13N2O",
  "method": "ωB97M-V/def2-TZVPD",
  "species": ["C", "C", "C", "C", "N", "N", "H", "H", "H", "H", "H", "H", "H", "H", "H", "H", "H", "H", "H", "O"],
  "positions_angstrom": [[-0.043, -1.220, -0.924], [0.771, -1.453, 0.509], [0.849, 0.017, 0.922], [2.159, 0.371, 1.141], [-2.726, 0.182, 1.063], [0.404, -0.226, -1.791], [-1.188, -1.215, -0.608], [-0.309, -2.219, -1.416], [0.145, -1.975, 1.221], [1.630, -2.047, 0.479], [2.432, 1.261, 1.663], [2.943, -0.181, 0.726], [-2.531, 1.179, 0.704], [-2.858, 0.544, 2.021], [-3.647, -0.053, 0.628], [0.415, -0.307, -2.796], [0.112, 0.921, -1.535], [-0.042, 0.697, 0.790], [-0.367, 2.788, -0.831], [-0.362, 1.827, -0.730]],
  "mulliken_charge": [-0.313, -0.546, 0.204, -0.722, -0.720, -0.190, 0.166, 0.402, 0.341, 0.438, 0.295, 0.288, 0.233, 0.280, 0.264, 0.325, 0.305, 0.327, 0.253, -0.630],
  "e_above_lowest_kcal_mol": 231.5,
  "total_charge": 1,
  "gap_ev": 4.822
}

(6)
{
  "formula": "C8H11OPS",
  "method": "ωB97M-V/def2-TZVPD",
  "species": ["C", "S", "P", "C", "O", "C", "C", "C", "C", "C", "C", "H", "H", "H", "H", "H", "H", "H", "H", "H", "H", "H"],
  "positions_angstrom": [[1.919, -2.563, -1.056], [0.598, -2.668, 0.208], [0.764, -0.714, 1.049], [-0.222, -0.597, 2.570], [2.593, -0.183, 1.175], [-0.237, 0.363, -0.036], [0.420, 1.530, -0.494], [-0.244, 2.466, -1.302], [-1.613, 2.165, -1.452], [-2.213, 1.064, -0.950], [-1.525, 0.075, -0.226], [1.716, -1.952, -1.965], [2.187, -3.569, -1.154], [2.847, -2.048, -0.569], [-0.256, 0.410, 2.929], [-1.240, -0.967, 2.560], [0.404, -1.136, 3.466], [1.483, 1.635, -0.212], [0.129, 3.447, -1.803], [-2.309, 2.908, -1.986], [-3.235, 1.044, -1.069], [-1.965, -0.711, 0.318]],
  "mulliken_charge": [-0.817, -0.161, 0.843, -1.112, -0.718, 0.371, -0.337, -0.523, -0.095, -0.720, -0.493, 0.274, 0.384, 0.280, 0.380, 0.415, 0.291, 0.426, 0.285, 0.239, 0.421, 0.366],
  "e_above_lowest_kcal_mol": 18.5,
  "gap_ev": 9.567
}

(7)
{
  "formula": "C4H6O2S",
  "method": "ωB97M-V/def2-TZVPD",
  "species": ["O", "C", "C", "C", "C", "O", "S", "H", "H", "H", "H", "H", "H"],
  "positions_angstrom": [[-1.918, -1.279, -0.526], [-1.664, -0.216, 0.411], [-0.819, 0.830, -0.100], [0.459, 0.890, -0.442], [1.535, -0.131, -0.246], [2.751, 0.465, -0.016], [1.464, -1.725, -0.077], [-1.076, -1.780, -0.443], [-2.678, 0.175, 0.631], [-1.167, -0.636, 1.258], [-1.337, 1.768, -0.266], [1.080, 1.845, -0.582], [3.371, -0.207, 0.397]],
  "mulliken_charge": [-0.488, -0.816, 0.218, -0.485, 0.622, -0.453, -0.424, 0.305, 0.314, 0.355, 0.287, 0.235, 0.329],
  "e_above_lowest_kcal_mol": 34.0,
  "gap_ev": 8.835
}

| no. | strongest force on any atom (eV Å⁻¹) |
| --- | --- |
| 1 | 5.24 |
| 2 | 5.42 |
| 3 | 5.15 |
| 4 | 1.67 |
| 5 | 4.97 |
| 6 | 7.42 |
| 7 | 3.55 |